{
  "formula": "C23H20N8SeSn",
  "method": "ωB97M-V with the def2-TZVPD basis set",
  "lumo_energy_ev": [-13.1, -13.7],
  "gap_ev": [6.63, 5.49],
  "total_charge": 4,
  "species": ["Sn", "C", "C", "N", "C", "C", "N", "C", "C", "C", "C", "C", "N", "C", "C", "N", "C", "C", "N", "C", "C", "C", "N", "C", "C", "H", "H", "H", "H", "H", "H", "H", "H", "H", "H", "H", "H", "C", "N", "C", "C", "N", "C", "C", "Se", "H", "H", "H", "H", "H", "H", "H", "H"],
  "xyz": [[0.35, 2.33, -0.61], [0.60, -0.40, -4.30], [0.53, 0.78, -3.54], [-0.07, 0.76, -2.35], [-0.63, -0.38, -1.92], [-0.47, -1.55, -2.66], [0.15, -1.55, -3.84], [-1.45, -0.26, -0.70], [-2.41, -1.19, -0.31], [-3.23, -0.91, 0.77], [-3.09, 0.31, 1.43], [-2.12, 1.21, 0.99], [-1.30, 0.90, -0.03], [-1.99, 2.59, 1.51], [-2.66, 3.08, 2.62], [-2.61, 4.37, 2.96], [-1.88, 5.17, 2.21], [-1.13, 4.69, 1.13], [-1.19, 3.40, 0.79], [-4.30, -1.86, 1.20], [-5.09, -2.50, 0.24], [-6.10, -3.38, 0.65], [-6.18, -3.51, 1.94], [-5.53, -3.00, 2.94], [-4.52, -2.11, 2.56], [1.04, -0.39, -5.29], [0.96, 1.71, -3.89], [-0.83, -2.50, -2.30], [-2.53, -2.10, -0.88], [-3.77, 0.60, 2.22], [-3.23, 2.44, 3.28], [-1.88, 6.23, 2.45], [-0.48, 5.34, 0.55], [-4.99, -2.31, -0.82], [-6.78, -3.92, 0.00], [-5.78, -3.27, 3.96], [-3.92, -1.66, 3.34], [6.05, 1.86, -1.29], [5.94, 0.46, -0.84], [6.95, -0.42, -0.85], [6.47, -1.61, -0.31], [5.19, -1.42, 0.00], [4.32, -2.42, 0.63], [4.82, -0.13, -0.32], [3.21, 0.66, -0.08], [7.08, 2.04, -1.57], [5.76, 2.51, -0.47], [5.40, 2.01, -2.15], [7.94, -0.18, -1.21], [6.99, -2.54, -0.15], [4.93, -3.28, 0.87], [3.54, -2.70, -0.08], [3.89, -2.00, 1.53]],
  "lowdin_charge": [1.41, -0.03, -0.06, -0.06, -0.20, -0.02, 0.16, -0.16, 0.09, -0.09, 0.09, -0.16, 0.00, -0.19, -0.01, 0.16, -0.02, -0.05, -0.07, -0.12, 0.07, 0.04, 0.29, 0.04, 0.06, 0.14, 0.13, 0.14, 0.14, 0.14, 0.14, 0.15, 0.13, 0.15, 0.18, 0.18, 0.15, 0.02, -0.10, 0.07, 0.07, -0.10, 0.02, -0.69, 0.78, 0.12, 0.10, 0.10, 0.17, 0.17, 0.11, 0.10, 0.10]
}

=====

{
  "formula": "C5H7BO3S",
  "method": "ωB97M-V with the def2-TZVPD basis set",
  "lumo_energy_ev": 0.1,
  "relative_energy_ev": 3.293,
  "gap_ev": 9.07,
  "species": ["B", "C", "C", "C", "C", "C", "O", "O", "O", "S", "H", "H", "H", "H", "H", "H", "H"],
  "xyz": [[-2.46, -0.19, 0.53], [2.40, -0.02, -0.06], [2.41, -1.22, 0.54], [-3.34, -0.57, -0.71], [1.22, 0.30, -0.86], [0.24, -0.96, -0.84], [-4.39, -1.15, -0.62], [-2.54, -0.92, 1.69], [-1.78, 0.99, 0.43], [0.98, -2.17, 0.02], [3.11, 0.82, 0.11], [3.17, -1.60, 1.23], [-3.08, -0.14, -1.70], [0.83, 1.29, -0.54], [1.38, 0.19, -1.89], [-3.19, -1.59, 1.48], [-1.59, 1.17, 1.39]],
  "lowdin_charge": [-0.70, -0.21, -0.37, -0.15, -0.28, -0.36, 0.06, 0.18, 0.14, 0.94, 0.12, 0.07, 0.11, 0.12, 0.09, 0.09, 0.14]
}

=====

no.,F_max (Eh/bohr)
1,0.00758
2,0.06562